1.
Computed, not measured: a structure of composition C53H48BrN7O2RbTe, with ωB97M-V/def2-TZVPD.

Values from the calculation:
ΔE to the lowest compared entry with this formula, charge and spin ... 35.8 kcal/mol
2S+1 ... 2
HOMO level (spin up / spin down) ... -1.09 / -2.05 eV
DFT total energy ... -5448.3157 Ha
LUMO energy (spin up / spin down) ... 3.570 / 3.568 eV
Frontier orbital gap (spin up / spin down) ... 0.1712 / 0.2065 Eh
Charge ... -2

CARTESIAN COORDINATES (ANGSTROEM)
Rb 1.023 -1.223 0.828
Br -2.610 -2.825 8.148
C -1.708 -2.280 6.554
C -1.636 -0.919 6.222
C -0.963 -0.516 5.100
C -0.296 -1.445 4.220
O 0.434 -1.059 3.279
C -0.493 -2.839 4.543
C -0.036 -3.939 3.702
N 0.061 -3.947 2.425
C 0.382 -5.184 1.822
C -0.015 -6.400 2.327
C 0.356 -7.617 1.709
C 1.104 -7.620 0.572
C 1.475 -6.389 -0.025
C 2.211 -6.319 -1.235
C 2.497 -5.111 -1.784
C 2.023 -3.944 -1.131
N 1.360 -3.973 -0.011
C 1.097 -5.173 0.574
C -1.134 -3.216 5.729
H -2.102 -0.185 6.870
H -0.868 0.534 4.849
H 0.187 -4.860 4.261
H -0.631 -6.425 3.216
H 0.032 -8.551 2.152
H 1.398 -8.547 0.093
H 2.534 -7.241 -1.707
H 3.066 -5.018 -2.699
H 2.185 -2.965 -1.574
H -1.195 -4.269 5.984
C 0.587 2.913 3.677
C 1.807 2.517 3.153
C 1.920 2.055 1.851
C 0.794 1.998 1.020
C -0.425 2.419 1.548
C -0.532 2.856 2.857
N 0.912 1.502 -0.306
C 2.161 1.817 -1.000
C 2.196 3.009 -1.715
C 3.315 3.419 -2.425
C 4.456 2.625 -2.384
C 4.456 1.438 -1.679
C 3.307 0.963 -1.013
N 3.311 -0.249 -0.334
N 4.326 -1.030 -0.664
C 4.471 -2.143 0.127
C 5.345 -3.150 -0.362
C 5.506 -4.310 0.345
C 4.820 -4.483 1.555
C 4.018 -3.438 1.975
N 3.837 -2.300 1.309
H 0.509 3.248 4.704
H 2.697 2.531 3.772
H 2.880 1.716 1.485
H -1.307 2.427 0.922
H -1.502 3.168 3.228
H 1.304 3.626 -1.708
H 3.288 4.349 -2.979
H 5.358 2.937 -2.901
H 5.332 0.807 -1.646
H 5.843 -2.976 -1.308
H 6.152 -5.094 -0.038
H 4.906 -5.388 2.142
H 3.465 -3.524 2.908
C -1.407 -2.852 -2.536
C -1.248 -1.362 -2.329
O -1.882 -0.573 -3.113
N -0.450 -0.942 -1.376
Te -0.581 1.086 -1.759
C -0.837 3.950 -2.540
C -0.640 4.114 -3.919
C -0.370 2.950 -4.856
C -0.698 5.369 -4.542
C -0.974 6.524 -3.832
C -1.009 7.873 -4.502
C -1.186 6.387 -2.464
C -1.098 5.145 -1.837
C -1.311 5.106 -0.344
C -2.565 1.115 -0.847
C -2.836 0.462 0.364
C -1.841 -0.296 1.203
C -4.148 0.456 0.844
C -5.193 1.027 0.147
C -6.599 1.017 0.686
C -4.909 1.589 -1.090
C -3.625 1.632 -1.617
C -3.476 2.149 -3.019
H -2.438 -3.079 -2.810
H -1.119 -3.406 -1.644
H -0.763 -3.168 -3.360
H -0.471 1.972 -4.391
H 0.645 3.006 -5.262
H -1.060 2.970 -5.706
H -0.532 5.435 -5.618
H -1.088 7.769 -5.586
H -0.106 8.454 -4.294
H -1.860 8.468 -4.160
H -1.404 7.272 -1.867
H -1.203 6.096 0.108
H -0.594 4.441 0.129
H -2.308 4.729 -0.089
H -0.833 -0.026 0.965
H -1.936 -1.373 1.024
H -1.998 -0.108 2.265
H -4.334 -0.029 1.798
H -6.652 0.490 1.639
H -7.287 0.528 -0.007
H -6.969 2.033 0.844
H -5.719 1.995 -1.690
H -4.463 2.330 -3.448
H -2.965 1.412 -3.640
H -2.907 3.075 -3.051

Atom charges from the natural (NBO) analysis, given in e for atoms 1 to 5:
1. Rb 0.868
2. Br -0.040
3. C -0.186
4. C -0.234
5. C -0.270

=====

2.
Computed, not measured: a structure of composition C53H48ClCrN3O7PS, with ωB97M-V/def2-TZVPD.

Values from the calculation:
2S+1 ... 5
HOMO level (spin up / spin down) ... -4.54 / -5.04 eV
DFT total energy ... -4983.5855 Ha
LUMO energy (spin up / spin down) ... 2.124 / 2.124 eV
Frontier orbital gap (spin up / spin down) ... 0.2448 / 0.2634 Eh
Charge ... -1

CARTESIAN COORDINATES (ANGSTROEM)
Cr -1.963 -1.210 -1.514
C -2.819 -6.008 0.383
O -1.484 -6.469 0.389
C -0.470 -5.564 0.091
C 0.850 -5.912 0.375
C 1.758 -4.852 0.223
C 1.465 -3.555 -0.206
C 2.516 -2.604 -0.594
C 3.659 -2.313 0.347
O 2.428 -1.932 -1.614
C 0.097 -3.254 -0.591
O -0.285 -2.070 -0.947
C -0.823 -4.346 -0.471
H -3.409 -6.918 0.645
H -3.100 -5.703 -0.611
H -3.027 -5.193 1.125
H 1.174 -6.883 0.686
H 2.842 -4.989 0.359
H 4.197 -3.151 0.733
H 3.331 -1.728 1.232
H 4.244 -1.589 -0.222
H -1.847 -4.195 -0.703
O -3.282 0.164 -2.827
N -2.410 1.257 -2.811
C -3.090 2.270 -2.559
C -2.610 3.617 -2.235
C -3.314 4.687 -2.728
C -2.967 6.005 -2.525
C -1.787 6.187 -1.842
C -1.037 5.172 -1.315
C -1.404 3.834 -1.487
P -0.374 2.479 -0.741
C 0.489 3.342 0.663
C 1.585 4.144 0.645
C 2.133 4.685 1.811
C 1.592 4.393 3.058
C 0.471 3.549 3.121
C -0.054 3.056 1.920
C 1.006 2.335 -2.038
C 1.109 3.256 -3.043
C 2.017 3.059 -4.063
C 2.904 1.962 -4.044
C 2.808 1.073 -2.996
C 1.850 1.190 -2.012
H -2.969 -0.351 -3.606
H -4.159 2.130 -2.599
H -4.224 4.508 -3.288
H -3.558 6.867 -2.894
H -1.503 7.229 -1.699
H -0.150 5.402 -0.720
H 2.042 4.374 -0.366
H 2.986 5.257 1.646
H 1.981 4.801 3.987
H 0.009 3.296 4.050
H -0.925 2.389 1.973
H 0.414 4.072 -3.077
H 2.042 3.783 -4.859
H 3.553 1.768 -4.881
H 3.410 0.200 -3.011
H 1.793 0.464 -1.212
C 4.912 -0.194 4.571
N 3.721 0.570 4.134
N 3.665 0.786 2.750
C 2.301 0.642 2.291
O 1.904 0.903 1.196
C 1.600 0.167 3.478
C 2.485 0.100 4.500
C 2.291 -0.437 5.851
C 4.491 1.807 2.171
C 4.676 1.840 0.800
C 5.424 2.770 0.147
C 6.148 3.678 0.947
C 6.034 3.665 2.342
C 5.185 2.752 2.927
H 4.941 -1.222 4.182
H 4.907 -0.194 5.659
H 5.777 0.356 4.271
H 0.515 -0.084 3.486
H 1.228 -0.580 6.027
H 2.542 0.288 6.616
H 2.882 -1.292 6.056
H 4.175 1.069 0.251
H 5.561 2.790 -0.893
H 6.866 4.364 0.541
H 6.566 4.352 3.004
H 5.002 2.802 3.987
Cl -1.187 -1.656 5.819
C -1.666 -1.491 4.138
C -1.583 -2.474 3.179
C -2.073 -2.190 1.877
C -2.675 -0.975 1.541
C -3.141 -0.658 0.191
C -2.801 -0.027 2.585
C -2.278 -0.263 3.849
H -1.107 -3.418 3.416
H -2.135 -3.005 1.131
H -3.316 0.373 -0.044
H -4.071 -1.249 0.041
H -3.280 0.899 2.334
H -2.183 0.549 4.564
O -7.989 -4.057 -5.597
C -7.213 -4.575 -4.606
O -7.688 -5.481 -3.980
C -5.851 -3.995 -4.446
C -5.098 -4.344 -3.328
C -3.879 -3.760 -3.129
C -3.310 -2.827 -4.032
S -1.741 -2.069 -3.837
C -4.093 -2.557 -5.168
C -5.304 -3.089 -5.345
H -7.494 -3.309 -5.982
H -5.453 -4.970 -2.549
H -3.319 -3.944 -2.242
H -3.705 -1.788 -5.912
H -5.877 -2.815 -6.268

Atom charges from the Löwdin analysis, given in e for atoms 1 to 5:
1. Cr 0.595
2. C -0.093
3. O -0.098
4. C -0.267
5. C -0.026

=====

| no. | molar mass (g/mol) |
| --- | --- |
| 1 | 1107.986 |
| 2 | 989.471 |